No. 1
The following is a quantum chemistry calculation of C24H35NO20S3 as an isolated structure, from the OMol25 dataset.

Output
frontier orbital gap	9.56	eV
E	-100390.33314	eV
ΔE to the lowest compared entry with this formula, charge and spin	140.33	kcal/mol
total charge	0

Geometry as XYZ:
```
83
Properties=species:S:1:pos:R:3:forces:R:3
C -5.475616 10.791748 -1.793166 -0.3 2.1 -1.1
C -4.289496 11.173428 -2.772266 -2.8 -0.8 1.7
O -3.333546 10.337838 -2.229236 2.0 -2.9 0.1
S -3.976696 8.755508 -2.136556 1.1 1.0 -1.5
O -3.186196 7.958478 -1.213216 -2.0 1.9 -0.9
O -4.124196 8.215518 -3.490826 -0.3 1.3 2.5
O -5.418646 9.386178 -1.592466 1.0 -1.2 -0.2
H -6.409566 11.166778 -2.211716 -0.4 -1.1 -0.5
H -5.474336 11.380558 -0.875886 0.9 -0.6 0.5
H -4.059686 12.228438 -2.623126 0.4 -0.3 -0.4
H -4.583336 10.839868 -3.767506 0.3 0.5 -0.3
C -0.970126 -4.431982 -2.611136 -1.4 1.0 -2.5
C -0.158846 -4.914062 -3.795196 1.0 0.4 -0.5
O 0.934754 -5.547122 -3.162556 2.7 -0.4 0.8
S 1.519824 -4.576962 -1.944776 -1.0 0.9 -1.3
O 2.124484 -3.321332 -2.479786 -1.5 -3.7 1.6
O 2.166774 -5.374912 -0.905986 -1.6 1.7 -2.3
O -0.085346 -4.259772 -1.574386 1.9 0.2 2.4
H -1.856506 -5.049322 -2.465106 0.4 -0.4 1.0
H -1.355596 -3.462672 -2.927296 -0.2 0.2 0.3
H 0.248094 -4.081632 -4.369276 -0.1 0.2 0.0
H -0.586076 -5.600722 -4.526006 -0.2 -0.2 0.6
C -1.137886 -8.078232 3.918364 2.1 -0.3 -0.2
C -0.113156 -7.641992 2.884114 -1.3 1.5 -1.5
O 1.128614 -8.030922 3.359054 1.0 -2.8 0.4
S 0.958164 -9.679352 3.685354 0.5 0.4 -0.1
O 1.932854 -10.050452 4.699184 -2.2 1.0 -1.3
O 0.939964 -10.482992 2.470964 -0.5 1.6 1.8
O -0.598986 -9.448642 4.261464 0.6 0.3 -0.5
H -2.153926 -8.065182 3.523914 0.1 -0.7 0.3
H -0.997046 -7.418282 4.774344 -0.4 -0.4 0.3
H -0.045186 -6.580852 2.644384 -0.2 0.3 0.8
H -0.358216 -8.016362 1.890184 0.2 -0.9 0.0
C 3.880614 6.266068 -3.680306 0.5 0.0 0.4
C 4.801204 5.235928 -3.902926 -1.5 -0.1 -0.6
C 4.315194 3.926948 -4.041216 -0.1 -0.3 0.2
C 2.942864 3.624048 -3.956966 0.9 1.7 0.5
C 2.042704 4.710478 -3.744236 0.8 -1.1 0.1
C 2.535004 6.011328 -3.498276 -0.5 -1.5 -0.7
N 2.452804 2.183428 -4.165486 1.3 3.4 -2.3
O 3.095174 1.511638 -4.950466 0.1 -0.5 0.9
O 1.339864 2.007058 -3.800026 -1.7 -1.3 1.1
H 4.220764 7.290248 -3.638336 0.1 0.1 0.1
H 5.826174 5.495658 -4.122866 0.1 -0.3 0.3
H 5.012434 3.124758 -4.232926 0.0 -0.1 0.0
H 0.984214 4.513648 -3.829356 -0.1 0.0 0.4
H 1.820094 6.779858 -3.243976 0.1 0.2 -0.2
O 7.337824 0.039208 0.887544 -0.9 1.5 -1.7
C 7.761934 -0.513442 1.828284 0.8 -1.0 0.1
O 9.077334 -0.386082 2.199764 -2.0 1.4 -1.6
C 9.341354 -1.166772 3.297194 1.0 0.5 0.9
C 8.172324 -2.016862 3.618004 -1.8 -0.9 -1.2
C 7.043574 -1.570552 2.623894 1.1 -0.2 1.1
H 9.413144 -0.504622 4.160044 1.4 0.0 0.0
H 10.189884 -1.727792 2.905584 0.5 -0.1 1.4
H 7.782334 -1.792302 4.610774 0.5 -1.0 0.2
H 8.527414 -3.005072 3.325724 -0.8 -0.5 1.1
H 6.185864 -1.164602 3.160204 0.1 0.1 -0.2
H 6.682754 -2.366902 1.972944 0.1 0.2 -0.1
O -10.106946 -0.866402 -0.268386 2.0 -1.6 1.8
C -9.149396 -1.417792 0.310834 -2.9 5.0 -0.5
O -8.599636 -2.462452 -0.134026 1.3 -4.2 -3.4
C -7.332786 -2.826222 0.450334 -1.0 -0.8 1.2
C -7.019056 -1.572942 1.150434 1.3 1.2 2.4
C -8.327586 -0.905502 1.484774 -1.6 1.0 -0.9
H -6.476996 -3.102222 -0.165736 -0.8 0.0 -1.0
H -7.575316 -3.698372 1.057484 0.2 0.1 0.3
H -6.461706 -0.982432 0.423284 0.0 0.5 0.3
H -6.435206 -1.676102 2.065084 0.4 -0.2 -0.3
H -8.342506 0.184398 1.488514 0.4 0.0 -0.4
H -8.940816 -1.089332 2.366954 0.7 -0.9 0.5
O -1.282346 -1.231042 3.730294 1.1 1.0 0.1
C -0.709516 -0.366492 3.072854 2.1 -6.4 3.8
O -1.363676 0.333458 2.307904 -5.6 3.2 -3.0
C -0.709556 1.248268 1.548584 3.6 0.9 -1.4
C 0.786654 1.016098 2.005474 0.3 1.3 -2.0
C 0.796584 -0.245532 2.820564 -0.9 1.6 1.3
H -1.044916 2.280748 1.646694 -0.2 -0.2 0.6
H -0.690256 1.048108 0.477294 -0.9 -0.5 0.0
H 1.104974 1.933708 2.500224 0.3 -0.4 0.4
H 1.424424 0.883388 1.131554 0.0 0.4 -0.1
H 1.298584 0.050668 3.741634 0.1 -1.0 0.2
H 1.166814 -1.161902 2.360914 0.1 0.3 0.1
```
Positions in Å, forces in eV/Å.

Here are the Mulliken charges for atoms 1 to 8, given in e:
1. C -0.3484
2. C -0.3499
3. O -0.3480
4. S 1.0961
5. O -0.5060
6. O -0.5196
7. O -0.2825
8. H 0.3191



No. 2
The following is a quantum chemistry calculation of an isolated molecule of C4H8N4O2, from the OMol25 dataset.

Output
frontier orbital gap	9.14	eV
E	-14327.50618	eV
ΔE to the lowest compared entry with this formula, charge and spin	129.03	kcal/mol
total charge	0

Geometry as XYZ:
```
18
Properties=species:S:1:pos:R:3:forces:R:3
C 0.979536 -0.459765 2.255484 0.4 1.2 -0.9
C 0.153351 -0.895282 0.987403 -0.2 0.9 0.8
N 0.984193 -1.629542 0.035970 0.5 -0.2 0.2
N 0.942681 -1.106330 -1.081927 1.9 -2.1 -0.9
N 0.201408 -0.087884 -1.221861 -2.9 3.5 0.5
C 0.198334 0.913813 -2.373851 1.2 -1.8 1.0
C -0.426874 0.327272 0.169800 4.5 -1.8 -0.9
N -1.842892 0.353456 -0.062344 -1.4 -2.3 1.1
O -2.331895 1.339566 -0.504260 -0.6 1.9 -0.8
O -2.456808 -0.689552 0.172469 0.4 0.8 -0.2
H 1.950183 0.171173 1.981566 -2.1 -1.3 0.5
H 1.313667 -1.404904 2.702636 0.0 0.5 0.3
H 0.302506 0.153276 2.946949 1.1 -1.0 -0.8
H -0.569238 -1.661464 1.308518 -0.3 0.8 -0.1
H 0.929625 0.635602 -3.217323 -0.8 0.6 1.8
H -0.776621 0.957446 -2.789797 -1.0 -0.1 -0.4
H 0.333240 1.825024 -1.804092 0.6 0.6 -0.8
H 0.115606 1.258096 0.494660 -1.6 -0.4 -0.3
```
Positions in Å, forces in eV/Å.

Here are the Mulliken charges for atoms 1 to 8, given in e:
1. C -1.1883
2. C 0.1126
3. N -0.4469
4. N -0.5262
5. N 0.5579
6. C -0.7186
7. C -0.2430
8. N 0.9764



No. 3
The following is a quantum chemistry calculation of a 10-piece molecular cluster, C18H56O10 overall, from the OMol25 dataset.

Output
frontier orbital gap	9.76	eV
E	-40043.05164	eV
ΔE to the lowest compared entry with this formula, charge and spin	160.68	kcal/mol
total charge	0

Geometry as XYZ:
```
84
Properties=species:S:1:pos:R:3:forces:R:3
C -3.219656 -20.291377 24.344179 1.0 0.2 -0.4
C -1.729829 -20.000795 24.020212 -0.6 0.7 -1.6
C -1.380052 -18.544472 23.836496 -1.6 0.4 -1.2
O -0.942672 -20.443565 25.019664 1.2 -2.1 3.3
H -3.503619 -19.817450 25.283784 -0.1 0.0 0.0
H -3.382155 -21.368173 24.391110 0.1 0.0 0.2
H -3.831417 -19.931723 23.516840 -0.1 0.2 0.1
H -1.470089 -20.548849 23.114517 -0.2 -0.1 -0.5
H -1.800741 -18.000688 24.682329 0.5 0.3 0.0
H -1.892954 -18.216495 22.932360 -0.2 0.4 0.0
H -0.330739 -18.353970 23.611229 0.1 -0.2 0.6
H -0.006004 -20.259069 24.918591 -0.2 0.2 -0.4
C 11.583116 -24.689001 24.525829 -0.1 -0.1 -0.1
C 11.501812 -25.027623 26.023454 1.6 -1.0 -0.2
C 12.264342 -26.308768 26.443326 -0.9 -0.4 -0.4
O 12.199256 -24.011650 26.760250 -1.0 0.5 -0.1
H 11.200779 -23.710220 24.236168 0.0 0.2 0.6
H 11.094276 -25.358041 23.817637 -0.1 -0.5 0.4
H 12.638890 -24.709688 24.255613 0.2 0.1 -0.1
H 10.510903 -25.222701 26.433478 -0.2 0.9 -0.2
H 11.825194 -27.231599 26.064353 -0.3 0.0 -0.2
H 12.131746 -26.329434 27.525031 0.5 -0.2 0.0
H 13.311304 -26.364407 26.145213 0.1 0.5 0.1
H 13.022869 -23.901864 26.279424 0.2 0.2 0.1
C 3.046582 -18.761674 30.302232 -0.8 -0.1 -0.5
C 3.675889 -18.834489 31.655313 0.2 -1.2 1.2
C 4.063369 -20.247256 32.043402 -1.0 -0.4 0.2
O 4.897363 -18.161366 31.604678 0.6 1.5 0.0
H 2.020670 -19.114323 30.196240 -0.2 0.1 0.5
H 3.569976 -19.437094 29.625494 0.5 0.4 -0.3
H 3.083312 -17.712247 30.009917 0.0 -0.1 -0.4
H 3.033866 -18.422310 32.433774 0.2 0.5 0.0
H 4.639919 -20.592707 31.185293 -0.2 -0.8 0.1
H 3.144181 -20.784225 32.277625 0.0 -0.7 -0.6
H 4.661837 -20.381108 32.944529 0.2 0.7 -0.1
H 5.307739 -18.516894 30.812971 0.5 0.2 -0.1
C -1.405559 -29.827782 20.220676 0.0 0.0 -0.6
C -0.260316 -28.890741 19.717493 -0.5 -1.0 0.9
C 1.037029 -28.861826 20.591732 -1.6 0.9 0.2
O 0.084370 -29.322866 18.413243 0.6 0.1 -0.1
H -2.102462 -29.292675 20.865721 0.2 -0.3 0.4
H -1.142448 -30.825170 20.572932 0.7 0.3 0.9
H -1.989311 -30.180898 19.370586 -0.1 0.8 -0.5
H -0.732481 -27.911014 19.644754 0.3 0.3 -0.1
H 1.763784 -28.148557 20.202881 0.3 -0.6 -0.7
H 1.375410 -29.882325 20.771081 0.4 0.2 -0.1
H 0.859424 -28.367275 21.546707 -0.5 -0.5 0.4
H 0.951827 -29.707908 18.557635 0.1 -0.2 -0.7
C 5.975764 -18.834558 20.522681 0.5 -0.7 -0.4
O 6.828909 -18.344586 21.560252 -0.7 0.0 -0.2
H 6.425105 -19.727782 20.088698 0.2 -0.1 -0.2
H 5.006621 -19.192622 20.870039 0.1 0.6 0.5
H 5.850586 -18.124007 19.705644 -0.2 0.2 0.2
H 7.575190 -17.949725 21.103383 0.1 0.1 0.2
C 2.749126 -22.906404 17.340888 -0.7 -0.9 -0.5
O 2.314050 -22.126795 16.239173 0.4 0.9 0.1
H 2.428520 -23.931212 17.153641 0.2 -0.3 0.3
H 3.831797 -22.903436 17.467053 0.0 0.2 -0.3
H 2.282725 -22.599149 18.276931 0.0 0.3 0.0
H 1.756086 -22.597867 15.615988 0.1 -0.3 0.4
C 9.569305 -18.606284 27.350445 -0.3 0.6 -1.0
O 8.208433 -18.615490 27.802587 0.7 -0.1 0.4
H 10.260306 -19.109891 28.026462 -0.5 -0.3 0.0
H 9.625746 -18.985674 26.330160 0.2 -0.7 0.1
H 9.974035 -17.604999 27.203064 -0.2 0.5 0.5
H 7.611552 -18.581649 27.051473 0.2 0.0 -0.1
C 6.672571 -28.578750 23.843776 -3.4 2.3 -1.3
O 7.602395 -29.478587 24.108911 2.9 -2.2 0.9
H 6.970033 -27.585863 23.506445 0.7 0.1 -0.1
H 6.067728 -28.967065 23.024348 -0.1 -0.1 -0.1
H 5.946865 -28.371295 24.630168 0.0 -0.2 0.6
H 8.315311 -29.123058 24.644587 -0.1 0.0 0.1
C 4.310033 -23.249913 24.182274 -0.2 -2.1 1.8
O 4.340019 -21.926188 24.575610 0.2 1.4 -0.8
H 4.506784 -23.595552 23.167415 -0.2 0.8 -0.4
H 5.004301 -23.800443 24.817102 0.5 -0.3 -0.1
H 3.360370 -23.623811 24.564953 -0.3 -0.1 -0.6
H 5.181377 -21.556709 24.297763 0.0 0.3 0.1
C -0.690144 -24.442354 29.511106 0.1 -1.4 -1.5
O -1.064276 -23.129535 29.670808 -0.1 1.7 0.7
H -1.595090 -25.026489 29.343843 0.0 -0.5 0.2
H -0.096976 -24.539362 28.601796 0.2 -0.3 -0.1
H -0.076367 -24.890117 30.292694 -0.2 0.4 0.5
H -0.873031 -22.645876 28.863893 0.0 0.0 0.1
```
Positions in Å, forces in eV/Å.

Here are the Mulliken charges for atoms 1 to 8, given in e:
1. C -1.2405
2. C 0.5087
3. C -1.2723
4. O -0.5310
5. H 0.3434
6. H 0.3024
7. H 0.3514
8. H 0.1979



No. 4
The following is a quantum chemistry calculation of a 2-piece molecular cluster, C21H17BClF6N overall, from the OMol25 dataset.

Output
frontier orbital gap	7.07	eV
E	-53044.55894	eV
total charge	0

Geometry as XYZ:
```
47
Properties=species:S:1:pos:R:3:forces:R:3
F -2.133996 -2.826760 -0.092748 0.2 0.5 -1.3
C -2.257306 -1.816491 -1.022305 -0.2 0.0 1.2
C -3.460114 -1.735367 -1.695689 -0.2 0.1 -1.0
C -3.731509 -0.597774 -2.460352 1.2 0.0 0.2
C -2.860193 0.502997 -2.389240 -0.1 -0.4 -0.6
C -1.651644 0.333534 -1.760007 0.4 0.7 0.9
F -0.866093 1.470791 -1.615582 -0.5 -1.4 -0.5
C -1.245557 -0.856736 -1.118812 0.3 0.0 0.3
B 0.223902 -1.145740 -0.609017 -1.4 1.7 1.0
C 0.580460 -2.173793 0.490738 0.1 -0.5 -0.3
C 0.468021 -2.198508 1.903593 -0.4 0.6 -2.3
F -0.159623 -1.082960 2.461402 1.2 -1.9 -0.2
C 0.905255 -3.330483 2.563777 -0.6 0.7 0.7
C 1.400114 -4.428165 1.848428 -0.1 0.1 0.5
C 1.507838 -4.422694 0.468664 -0.3 0.4 0.5
C 1.096676 -3.280395 -0.178286 0.0 -0.3 0.9
F 1.128260 -3.291083 -1.549970 -0.1 0.4 0.6
C 1.392693 -0.328455 -1.182107 0.0 0.1 -0.4
C 2.474452 0.212726 -0.448880 -1.4 0.0 0.1
F 2.325151 0.273994 0.935767 0.5 -0.2 -1.8
C 3.565584 0.761781 -1.086468 0.1 -0.4 0.3
C 3.615835 0.710473 -2.490165 -0.1 -0.1 0.6
C 2.536631 0.260360 -3.244872 0.9 -0.2 0.4
C 1.450828 -0.245840 -2.573812 0.1 0.2 -0.1
F 0.442646 -0.725586 -3.370920 0.6 0.2 0.8
H -4.105324 -2.597458 -1.762859 -0.1 0.0 0.3
H -4.522712 -0.576486 -3.196219 -0.4 0.0 0.4
H -3.051099 1.417587 -2.943783 0.0 -0.1 0.2
H 0.767592 -3.343039 3.639882 0.2 -0.3 0.0
H 1.652378 -5.315151 2.423506 0.1 0.1 -0.2
H 1.805669 -5.267359 -0.104146 0.3 -0.6 -0.2
H 4.395174 1.099320 -0.472406 -0.1 0.1 -0.3
H 4.555681 0.959815 -2.958568 -0.1 0.3 -0.2
H 2.588271 0.135741 -4.309812 0.0 0.2 -0.3
C -0.319546 3.909473 0.765882 1.3 0.1 -0.3
N -0.734794 3.489955 2.092211 0.9 -1.0 -0.4
C -1.699991 4.091134 2.907083 0.0 -0.1 1.1
C -0.508898 2.170757 2.575752 0.7 -0.3 -0.9
Cl -0.570010 1.773764 4.403039 0.5 0.7 -0.6
H -0.857569 4.837321 0.433255 0.5 -0.8 0.6
H 0.784084 4.129464 0.844361 -0.9 0.1 -0.5
H -0.409663 3.169279 -0.078783 -0.3 0.4 1.0
H -2.108435 4.982146 2.457917 -0.2 0.3 0.2
H -2.451052 3.318772 3.166754 -0.4 0.7 -0.1
H -1.088458 4.230682 3.817714 -1.3 1.0 0.3
H 0.453241 1.785241 2.247999 -0.1 -0.1 -0.1
H -1.322847 1.559216 2.268085 -0.6 -1.0 -0.3
```
Positions in Å, forces in eV/Å.

Here are the Mulliken charges for atoms 1 to 8, given in e:
1. F -0.2944
2. C -0.0924
3. C -0.7229
4. C -0.4605
5. C -0.6204
6. C 0.0917
7. F -0.3424
8. C 0.9224



Calculated highest occupied orbital energy in order - -9.811; -9.342; -9.784; -7.689 eV